The following is a quantum chemistry calculation of a molecular structure, C51H72CrGeN3O7P3Sb, from the Open Molecules 2025 dataset.

XYZ file:
```
139
Properties=species:S:1:pos:R:3:mulliken_spin:R:1
Cr 1.639 0.816 -0.146 3.8259
C 0.854 2.953 -2.369 0.0614
C 1.850 3.486 -1.399 -0.0535
C 2.257 4.813 -1.450 -0.0046
C 3.141 5.299 -0.501 0.0090
C 3.577 4.422 0.480 -0.0168
C 3.142 3.107 0.458 0.0337
N 2.317 2.636 -0.473 -0.1614
Sb 4.047 1.816 1.970 -0.0194
C 4.383 0.208 0.549 0.0142
C 5.508 -0.576 0.741 -0.0093
C 5.884 -1.485 -0.236 0.0056
C 5.155 -1.503 -1.409 -0.0054
C 4.033 -0.690 -1.539 0.0363
C 3.270 -0.701 -2.809 0.0487
N 3.613 0.111 -0.544 -0.0337
C 2.679 0.613 3.187 -0.0049
C 3.159 0.468 4.482 -0.0057
C 2.476 -0.366 5.352 0.0002
C 1.342 -0.996 4.877 0.0045
C 0.936 -0.791 3.558 0.0209
C -0.286 -1.511 3.086 0.0072
N 1.613 -0.008 2.716 0.0214
H 0.374 3.769 -2.905 0.0042
H 0.108 2.353 -1.841 0.0318
H 1.345 2.296 -3.086 0.0020
H 1.878 5.451 -2.233 0.0010
H 3.477 6.323 -0.521 -0.0006
H 4.257 4.750 1.255 0.0006
H 6.080 -0.474 1.651 0.0002
H 6.745 -2.120 -0.100 0.0000
H 5.441 -2.139 -2.232 -0.0001
H 3.948 -0.794 -3.654 -0.0025
H 2.676 0.205 -2.887 -0.0179
H 2.583 -1.555 -2.821 0.1514
H 4.052 0.997 4.791 0.0013
H 2.819 -0.519 6.364 -0.0002
H 0.773 -1.659 5.511 0.0006
H -1.057 -1.479 3.853 0.0001
H -0.045 -2.564 2.931 0.0027
H -0.673 -1.094 2.161 0.0015
C -1.150 5.304 -0.302 -0.0003
C -0.427 5.108 1.019 -0.0006
C -0.374 6.388 1.836 0.0002
O -1.144 4.109 1.770 0.0002
P -0.491 2.720 2.156 0.0366
O 0.495 2.250 1.162 -0.0513
C -1.969 1.691 2.352 0.0009
P -2.223 0.781 0.786 0.0284
O -1.002 0.440 0.038 -0.0255
O -3.185 1.800 0.028 0.0019
C -3.545 1.544 -1.346 -0.0023
C -5.029 1.214 -1.424 0.0001
C -3.225 2.787 -2.163 0.0005
O -2.984 -0.564 1.116 0.0037
C -4.230 -0.852 1.790 0.0002
C -3.933 -1.751 2.982 0.0001
C -5.006 0.381 2.220 -0.0001
O 0.320 2.859 3.509 -0.0054
C -0.099 3.277 4.825 -0.0004
C -0.330 2.061 5.711 -0.0001
C -1.322 4.176 4.809 0.0000
H -0.622 6.030 -0.914 0.0002
H -2.156 5.666 -0.116 0.0000
H -1.214 4.356 -0.824 0.0001
H 0.584 4.728 0.839 -0.0011
H -1.383 6.685 2.111 0.0000
H 0.073 7.183 1.247 0.0002
H 0.220 6.241 2.734 -0.0001
H -2.824 2.336 2.533 -0.0006
H -1.829 0.983 3.164 0.0019
H -2.941 0.695 -1.683 -0.0015
H -5.611 2.074 -1.103 0.0000
H -5.271 0.365 -0.790 -0.0002
H -5.299 0.978 -2.450 -0.0001
H -3.711 3.647 -1.710 0.0000
H -3.600 2.671 -3.176 0.0001
H -2.153 2.957 -2.193 0.0020
H -4.806 -1.422 1.053 -0.0011
H -3.424 -1.191 3.761 0.0000
H -3.314 -2.590 2.681 -0.0001
H -4.864 -2.131 3.391 0.0000
H -4.533 0.846 3.080 0.0001
H -6.011 0.084 2.509 0.0000
H -5.078 1.100 1.412 0.0000
H 0.769 3.830 5.202 -0.0001
H -1.214 1.515 5.391 0.0000
H -0.484 2.393 6.733 0.0000
H 0.528 1.397 5.682 -0.0001
H -2.178 3.636 4.410 0.0000
H -1.152 5.063 4.208 0.0000
H -1.554 4.487 5.825 0.0000
C 1.197 -1.664 -0.020 0.4536
Ge 0.557 -2.820 -1.566 0.4182
C -1.417 -2.980 -1.154 0.1033
C -2.366 -2.145 -1.719 -0.0735
C -3.709 -2.306 -1.429 -0.0018
C -4.111 -3.311 -0.566 0.0037
C -3.169 -4.148 0.007 0.0053
C -1.826 -3.985 -0.289 0.0155
C 1.451 -4.596 -1.111 0.1559
C 2.061 -4.724 0.110 -0.0129
C 2.812 -5.865 0.432 0.0057
C 2.978 -6.862 -0.488 0.0127
C 2.355 -6.778 -1.752 -0.0099
C 2.493 -7.799 -2.716 0.0015
C 1.893 -7.694 -3.939 -0.0001
C 1.117 -6.566 -4.251 0.0252
C 0.964 -5.563 -3.336 0.0514
C 1.578 -5.628 -2.069 -0.1634
H 0.671 -1.975 0.872 0.0278
H 0.861 -0.648 -0.293 -0.1664
H 2.266 -1.772 0.146 0.0003
H -2.041 -1.367 -2.396 -0.0615
H -4.450 -1.661 -1.881 -0.0015
H -5.158 -3.452 -0.345 0.0002
H -3.484 -4.938 0.674 0.0008
H -1.089 -4.648 0.143 -0.0041
H 1.961 -3.949 0.858 0.0124
H 3.275 -5.928 1.406 -0.0004
H 3.599 -7.718 -0.265 0.0002
H 3.075 -8.676 -2.470 -0.0003
H 2.000 -8.479 -4.671 -0.0001
H 0.642 -6.503 -5.219 0.0011
H 0.346 -4.696 -3.551 -0.0267
C -0.317 -1.842 -4.898 0.1223
P -0.057 -0.157 -4.243 -0.1023
C 1.198 0.549 -5.381 -0.0101
C -1.585 0.778 -4.602 0.0002
O 0.347 -0.101 -2.805 0.3208
H -0.621 -1.793 -5.938 -0.0019
H -1.075 -2.371 -4.328 -0.0037
H 0.620 -2.390 -4.824 -0.0370
H 0.840 0.507 -6.406 -0.0002
H 2.112 -0.033 -5.300 0.0000
H 1.409 1.584 -5.124 0.0013
H -1.878 0.637 -5.637 0.0000
H -1.403 1.834 -4.419 -0.0001
H -2.387 0.441 -3.951 0.0014
```

The value obtained for the total energy is -192194.1770 eV. Its expectation value of S² is 8.765. The gap between HOMO and LUMO (alpha / beta) comes out at 6.77 / 6.67 eV. As for the spin multiplicity: 6. As for the total charge: +2. The calculation puts the lowest unoccupied orbital energy (alpha / beta) at -4.65 / -4.97 eV.


The following is a quantum chemistry calculation of a molecular structure, C15H21Cl3N6O3PdSSi, from the Open Molecules 2025 dataset.

XYZ file:
```
51
Properties=species:S:1:pos:R:3:nbo_charge:R:1
Pd -0.627 -0.235 -0.820 0.5369
N -3.523 5.739 3.213 -0.7964
C -2.918 5.027 2.186 0.1729
C -2.971 5.484 0.872 -0.2782
C -2.397 4.751 -0.154 -0.1330
C -1.766 3.551 0.124 -0.3941
C -1.705 3.084 1.433 -0.1590
C -2.274 3.814 2.456 -0.2291
S -1.086 2.579 -1.168 2.3234
O -0.865 3.425 -2.305 -0.9226
O -2.004 1.420 -1.351 -0.9978
N 0.190 1.889 -0.533 -1.0028
C 1.409 1.968 -1.223 0.5484
N 1.891 0.779 -1.596 -0.4977
C 3.059 0.787 -2.228 0.0902
C 3.739 1.960 -2.507 -0.3414
C 3.148 3.129 -2.056 0.0949
N 1.996 3.149 -1.396 -0.4558
H -3.702 6.713 3.035 0.3814
H -3.164 5.568 4.137 0.3786
H -3.458 6.425 0.649 0.2109
H -2.431 5.123 -1.169 0.2403
H -1.187 2.161 1.647 0.2384
H -2.209 3.446 3.473 0.1994
H 3.458 -0.177 -2.526 0.1963
H 4.680 1.966 -3.036 0.2246
H 3.626 4.089 -2.218 0.1947
Cl -1.803 -2.115 -1.517 -0.2870
Si 0.072 -2.288 -0.532 1.1489
Cl 1.364 -3.268 -1.757 -0.3488
Cl -0.229 -3.437 1.123 -0.3423
C -3.888 -0.213 1.337 -0.4022
N -3.295 0.220 2.597 -0.4457
C -4.216 0.716 3.596 -0.4015
C -1.947 0.038 2.744 0.8068
O -1.259 -0.327 1.787 -0.7228
N -1.319 0.391 3.926 -0.4670
C 0.129 0.516 3.871 -0.4063
C -1.790 0.171 5.278 -0.4022
H -4.714 0.456 1.098 0.1988
H -4.267 -1.238 1.393 0.1875
H -3.156 -0.148 0.540 0.2416
H -5.146 0.963 3.088 0.2157
H -3.846 1.631 4.062 0.2059
H -4.461 -0.011 4.373 0.1830
H 0.451 0.722 2.856 0.2434
H 0.624 -0.398 4.218 0.1848
H 0.434 1.336 4.525 0.1916
H -2.857 0.021 5.340 0.2112
H -1.530 1.030 5.902 0.1954
H -1.300 -0.710 5.708 0.1877
```

The value obtained for the total energy is -90742.4095 eV. The gap between HOMO and LUMO (alpha / beta) comes out at 7.31 / 7.31 eV. As for the spin multiplicity: 1. The calculation puts the lowest unoccupied orbital energy (alpha / beta) at -0.77 / -0.77 eV.


The following is a quantum chemistry calculation of a molecular structure, BrH2NO2S, from the Open Molecules 2025 dataset.

XYZ file:
```
7
Properties=species:S:1:pos:R:3:nbo_charge:R:1
N -0.532 0.002 -0.244 -0.8585
O 0.606 -2.809 -0.929 -0.8374
O -0.379 -1.508 -2.791 -0.8449
S -0.382 -1.903 -1.410 1.9719
Br -2.497 -2.469 -0.920 -0.1368
H -1.523 0.065 -0.497 0.3474
H -0.460 -0.068 0.761 0.3582
```

The value obtained for the total energy is -86492.6522 eV. The gap between HOMO and LUMO (alpha / beta) comes out at 8.56 / 8.56 eV. As for the spin multiplicity: 1. The calculation puts the lowest unoccupied orbital energy (alpha / beta) at -2.06 / -2.06 eV.


The following is a quantum chemistry calculation of a molecular structure, C19H12N3O2RuS5, from the Open Molecules 2025 dataset.

XYZ file:
```
42
Properties=species:S:1:pos:R:3:mulliken_spin:R:1
Ru 0.031 -0.152 0.932 0.4486
S -3.581 0.096 7.171 0.0360
C -2.739 0.040 5.771 0.0017
S -2.419 -1.427 4.903 -0.0085
C -1.441 -0.730 3.631 0.0150
C -1.286 0.627 3.665 0.0623
S -0.318 1.494 2.550 0.2052
S -2.088 1.444 4.986 -0.0040
S -0.691 -1.711 2.441 0.2806
C 4.150 -0.085 2.284 -0.0035
C 4.788 -0.852 1.325 0.0000
C 4.031 -1.449 0.332 0.0008
C 2.658 -1.260 0.320 -0.0076
N 2.049 -0.498 1.247 -0.0100
C 2.778 0.070 2.210 -0.0053
C 1.755 -1.886 -0.669 -0.0035
C 2.186 -2.747 -1.668 -0.0009
C 1.258 -3.309 -2.525 0.0008
C -0.082 -3.003 -2.358 0.0007
C -0.440 -2.137 -1.343 -0.0058
N 0.454 -1.588 -0.519 -0.0034
H 4.698 0.396 3.081 0.0002
H 5.860 -0.987 1.347 -0.0001
H 4.509 -2.053 -0.424 0.0000
H 2.225 0.664 2.923 0.0047
H 3.235 -2.979 -1.778 -0.0002
H 1.578 -3.980 -3.310 -0.0002
H -0.843 -3.420 -3.002 0.0002
H -1.472 -1.861 -1.173 0.0052
O -0.301 2.532 -2.133 0.0010
C -0.399 1.739 -1.218 0.0072
O 0.557 1.208 -0.539 0.0047
C -1.791 1.289 -0.784 -0.0219
C -2.929 1.804 -1.376 0.0028
C -4.167 1.371 -0.934 -0.0022
C -4.225 0.433 0.086 0.0039
C -3.045 -0.042 0.629 -0.0080
N -1.851 0.376 0.197 -0.0040
H -2.801 2.534 -2.162 0.0004
H -5.076 1.759 -1.374 -0.0002
H -5.168 0.071 0.470 0.0004
H -3.035 -0.769 1.429 0.0070
```

The value obtained for the total energy is -85224.6954 eV. Its expectation value of S² is 0.763. The gap between HOMO and LUMO (alpha / beta) comes out at 6.04 / 5.90 eV. As for the spin multiplicity: 2. The calculation puts the lowest unoccupied orbital energy (alpha / beta) at -0.92 / -1.44 eV.


The following is a quantum chemistry calculation of a single C21H19N7O2 molecule, from the Open Molecules 2025 dataset.

XYZ file:
```
49
Properties=species:S:1:pos:R:3:nbo_charge:R:1
C 2.452 2.844 3.888 -0.2104
C 1.109 2.450 3.928 -0.1946
C 0.718 1.251 3.315 -0.2286
C 1.634 0.480 2.583 0.0406
C 1.183 -0.765 1.843 -0.2578
N 1.216 -0.762 0.374 -0.3606
C 1.739 -1.917 -0.320 -0.2264
C 1.167 -1.824 -1.706 -0.2338
N 0.112 -0.800 -1.565 -0.3749
C 0.310 -0.114 -0.386 0.6474
C -0.254 1.212 -0.006 -0.1841
C -1.622 1.338 0.274 -0.1721
C -2.146 2.553 0.713 -0.2117
C -1.304 3.654 0.898 -0.1741
C 0.069 3.543 0.639 -0.2326
C 0.590 2.335 0.192 -0.0972
C 2.986 0.842 2.628 -0.2361
C 3.391 2.031 3.246 -0.2078
H 2.765 3.766 4.380 0.2221
H 0.356 3.078 4.417 0.2228
H -0.330 0.939 3.349 0.2223
H 1.837 -1.594 2.138 0.2267
H 0.161 -1.009 2.183 0.2324
H 2.822 -1.939 -0.267 0.2222
H 1.379 -2.809 0.193 0.2110
H 1.870 -1.445 -2.453 0.2253
H 0.781 -2.788 -2.041 0.2469
H -2.221 0.432 0.224 0.2600
H -3.214 2.625 0.895 0.2289
H -1.715 4.604 1.255 0.2237
H 0.731 4.401 0.784 0.2290
H 1.665 2.210 0.050 0.2172
H 3.710 0.188 2.136 0.2102
H 4.449 2.316 3.221 0.2225
O -0.642 0.491 -4.317 -0.4730
N -0.962 -0.686 -4.604 0.4926
C -1.159 -1.636 -3.552 -0.1346
C -1.171 -1.022 -2.179 0.0974
N -2.040 -1.911 -1.360 -0.2297
N -2.188 -1.752 -0.006 -0.1781
N -2.793 -2.823 0.439 -0.0432
N -3.027 -3.706 -0.550 -0.3202
C -2.524 -3.147 -1.683 0.3294
C -2.422 -3.636 -3.001 -0.4081
C -1.825 -2.805 -3.926 -0.1183
O -1.104 -1.065 -5.797 -0.4650
H -1.744 -0.064 -2.214 0.2431
H -2.909 -4.573 -3.253 0.2371
H -1.888 -2.985 -5.000 0.2621
```

The value obtained for the total energy is -36605.6291 eV. The gap between HOMO and LUMO comes out at 6.29 eV. As for the spin multiplicity: 1. The calculation puts the lowest unoccupied orbital energy at -0.77 eV.


The following is a quantum chemistry calculation of a molecular structure, C18H27N7ReS, from the Open Molecules 2025 dataset.

XYZ file:
```
54
Properties=species:S:1:pos:R:3:mulliken_spin:R:1
Re -0.408 0.875 -0.716 0.8483
C 2.162 3.199 1.947 -0.0078
C 1.564 2.288 0.937 0.0682
N 0.324 1.894 0.946 -0.0529
N -0.470 2.326 1.972 -0.0135
C -1.627 1.704 2.020 -0.0021
N -2.461 2.003 3.017 -0.0099
S -2.125 0.438 0.901 0.0022
C 2.383 1.694 -0.126 0.0522
C 3.748 1.889 -0.244 0.0175
C 4.445 1.200 -1.228 0.0012
C 3.768 0.312 -2.047 0.0106
C 2.403 0.161 -1.876 0.0132
N 1.726 0.855 -0.961 -0.0377
H 1.398 3.607 2.598 0.0001
H 2.691 4.012 1.446 0.0055
H 2.893 2.660 2.556 0.0074
H -2.195 2.703 3.691 0.0001
H -3.394 1.630 3.044 0.0000
H 4.262 2.560 0.429 0.0031
H 5.511 1.345 -1.340 0.0000
H 4.281 -0.260 -2.806 0.0000
H 1.827 -0.537 -2.468 0.0033
C -0.552 1.118 -2.910 -0.0106
C -1.868 0.837 -2.463 0.0420
C -2.288 1.934 -1.657 -0.0141
C -1.259 2.891 -1.605 0.0025
C -0.170 2.399 -2.360 -0.0266
H 0.028 0.551 -3.619 0.0069
H -2.490 0.001 -2.730 -0.0006
H -3.236 2.017 -1.154 0.0012
H -1.278 3.811 -1.042 0.0005
H 0.755 2.922 -2.543 0.0008
C -2.871 -3.056 0.103 -0.0003
N -1.668 -2.492 -0.503 0.0184
C -1.586 -2.613 -1.954 -0.0022
C -0.625 -2.067 0.229 0.0026
N 0.139 -1.046 -0.228 0.0519
N -0.340 -2.635 1.399 0.0095
C -0.606 -4.046 1.689 0.0001
C 0.449 -1.934 2.408 -0.0053
H -3.736 -2.618 -0.395 0.0007
H -2.913 -2.793 1.156 0.0008
H -2.923 -4.140 -0.010 0.0004
H -1.611 -3.670 -2.229 -0.0006
H -0.660 -2.175 -2.313 0.0019
H -2.433 -2.128 -2.439 0.0007
H 1.078 -1.117 0.145 0.0067
H -0.842 -4.582 0.776 0.0002
H -1.419 -4.159 2.405 0.0005
H 0.298 -4.479 2.115 0.0010
H 0.308 -0.859 2.316 -0.0006
H 1.510 -2.185 2.326 0.0018
H 0.103 -2.244 3.393 0.0009
```

The value obtained for the total energy is -42487.8975 eV. Its expectation value of S² is 0.766. The gap between HOMO and LUMO (alpha / beta) comes out at 7.45 / 6.84 eV. As for the spin multiplicity: 2. As for the total charge: +2. The calculation puts the lowest unoccupied orbital energy (alpha / beta) at -6.57 / -7.51 eV.


no.,strongest force on any atom (eV Å⁻¹)
1,2.18
2,1.16
3,3.56
4,0.13
5,2.96
6,0.49